Entry from the Open Molecules 2025 dataset: a 11-piece molecular cluster, C50H71N11O6 overall at a distorted geometry (wB97M-V/def2-TZVPD).

Last columns: bonded neighbours and bond lengths (Å).
Atoms and positions in Å:
1 C -4.7818 3.3195 0.2654  C2 1.375, C6 1.376, H10 1.058
2 C -4.3538 4.5701 0.6452  C1 1.375, C3 1.359, H11 1.088
3 C -5.2178 5.3562 1.3401  C2 1.359, C4 1.344, H12 1.110
4 C -6.4535 4.9364 1.6630  C3 1.344, C5 1.363, N7 1.500
5 C -6.9665 3.7402 1.2578  C4 1.363, C6 1.446, H13 1.106
6 C -6.0773 2.9075 0.4780  C1 1.376, C5 1.446, H14 1.085
7 N -7.3723 5.8877 2.3706  C4 1.500, O8 1.225, O9 1.186
8 O -6.9447 7.0283 2.5016  N7 1.225
9 O -8.4299 5.5128 2.7552  N7 1.186
10 H -4.1566 2.6412 -0.2529  C1 1.058
11 H -3.3149 4.8879 0.5847  C2 1.088
12 H -4.9196 6.3574 1.7166  C3 1.110
13 H -8.0388 3.4960 1.3743  C5 1.106
14 H -6.4477 1.9408 0.1518  C6 1.085
15 C 2.1748 -3.4281 3.2971  C16 1.413, C20 1.332, H24 1.055
16 C 1.1342 -2.6912 2.6884  C15 1.413, C17 1.363, H25 1.080
17 C 0.3772 -1.8740 3.4735  C16 1.363, C18 1.377, H26 1.065
18 C 0.7389 -1.8070 4.8001  C17 1.377, C19 1.362, N21 1.452
19 C 1.7404 -2.4906 5.4212  C18 1.362, C20 1.370, H27 1.042
20 C 2.4727 -3.2948 4.5882  C15 1.332, C19 1.370, H28 1.074
21 N 0.0099 -0.7500 5.4776  C18 1.452, O22 1.193, O23 1.248
22 O -0.9260 -0.2638 4.9203  N21 1.193
23 O 0.4285 -0.3931 6.5980  N21 1.248
24 H 2.7550 -4.0991 2.7257  C15 1.055
25 H 1.0307 -2.7975 1.6189  C16 1.080
26 H -0.3494 -1.2365 3.0259  C17 1.065
27 H 2.0389 -2.2821 6.3978  C19 1.042
28 H 3.3648 -3.7290 4.9997  C20 1.074
29 C -0.3781 1.3361 0.6663  C30 1.370, C34 1.402, H38 1.104
30 C -1.5983 0.9782 1.1763  C29 1.370, C31 1.403, H39 1.047
31 C -2.1657 -0.2896 0.9767  C30 1.403, C32 1.413, H40 1.103
32 C -1.3936 -1.1297 0.1431  C31 1.413, C33 1.365, N35 1.452
33 C -0.2345 -0.7458 -0.4662  C32 1.365, C34 1.361, H41 1.088
34 C 0.3101 0.4728 -0.1983  C29 1.402, C33 1.361, H42 1.121
35 N -1.8089 -2.4887 -0.1531  C32 1.452, O36 1.250, O37 1.181
36 O -0.9762 -3.2267 -0.7224  N35 1.250
37 O -2.8694 -2.8924 0.1753  N35 1.181
38 H -0.0084 2.3530 0.8876  C29 1.104
39 H -2.1065 1.7132 1.7227  C30 1.047
40 H -2.9954 -0.7484 1.5398  C31 1.103
41 H 0.2911 -1.4077 -1.1518  C33 1.088
42 H 1.2301 0.9721 -0.6002  C34 1.121
43 C -2.5478 -5.0420 -4.3622  C44 1.531, H48 1.083, H49 1.102, H50 1.108
44 C -3.8114 -4.2068 -4.1384  C43 1.531, C45 1.519, H51 1.078, H52 1.093
45 C -3.5065 -3.1115 -3.1313  C44 1.519, C46 1.446, H53 1.092, H54 1.078
46 C -2.2930 -2.4187 -3.5048  C45 1.446, N47 1.146
47 N -1.3320 -1.8394 -3.7361  C46 1.146
48 H -2.0289 -5.2878 -3.4437  C43 1.083
49 H -1.7630 -4.5188 -4.9323  C43 1.102
50 H -2.8103 -5.9724 -4.9037  C43 1.108
51 H -4.6019 -4.8348 -3.7614  C44 1.078
52 H -4.2611 -3.6873 -4.9890  C44 1.093
53 H -3.3012 -3.5571 -2.1560  C45 1.092
54 H -4.3292 -2.4503 -2.9103  C45 1.078
55 C 4.0847 -1.9941 -1.1487  C56 1.572, H60 1.105, H61 1.106, H62 1.102
56 C 4.2159 -2.1584 0.4092  C55 1.572, C57 1.528, H63 1.090, H64 1.097
57 C 3.6891 -0.9079 1.1110  C56 1.528, C58 1.452, H65 1.077, H66 1.087
58 C 4.5892 0.2161 0.9207  C57 1.452, N59 1.128
59 N 5.2968 1.0614 0.6797  C58 1.128
60 H 3.0811 -1.6531 -1.4592  C55 1.105
61 H 4.3320 -2.9366 -1.6723  C55 1.106
62 H 4.8385 -1.2676 -1.4930  C55 1.102
63 H 5.2683 -2.2907 0.6597  C56 1.090
64 H 3.5963 -2.9816 0.7869  C56 1.097
65 H 3.5186 -1.0203 2.1686  C57 1.077
66 H 2.7742 -0.6478 0.5855  C57 1.087
67 C -1.1979 -5.7423 2.1361  C68 1.528, H72 1.101, H73 1.096, H74 1.054
68 C -2.2854 -5.5977 3.2002  C67 1.528, C69 1.511, H75 1.101, H76 1.071
69 C -3.0969 -6.8255 3.5403  C68 1.511, C70 1.478, H77 1.065, H78 1.105
70 C -2.2991 -7.8656 4.2237  C69 1.478, N71 1.161
71 N -1.6452 -8.7454 4.6071  C70 1.161
72 H -0.5695 -6.5732 2.4929  C67 1.101
73 H -0.7192 -4.7561 2.1443  C67 1.096
74 H -1.5831 -5.9553 1.1782  C67 1.054
75 H -3.0547 -4.8502 2.9540  C68 1.101
76 H -1.7939 -5.3234 4.1109  C68 1.071
77 H -3.5396 -7.2666 2.6783  C69 1.065
78 H -3.8621 -6.5221 4.2777  C69 1.105
79 C 3.7051 4.6520 0.7994  C80 1.514, H84 1.061, H85 1.092, H86 1.117
80 C 2.2096 4.6502 0.5607  C79 1.514, C81 1.560, H87 1.058, H88 1.089
81 C 1.7523 4.1314 -0.8381  C80 1.560, C82 1.459, H89 1.037, H90 1.061
82 C 2.3565 4.9891 -1.8519  C81 1.459, N83 1.152
83 N 2.9745 5.5664 -2.6339  C82 1.152
84 H 4.2044 3.7165 0.7616  C79 1.061
85 H 3.9659 5.1327 1.7445  C79 1.092
86 H 4.1902 5.2341 -0.0207  C79 1.117
87 H 1.8210 5.6310 0.6371  C80 1.058
88 H 1.6659 4.0791 1.3114  C80 1.089
89 H 0.7234 4.2220 -0.9332  C81 1.037
90 H 1.9686 3.0930 -0.8763  C81 1.061
91 C 1.6449 -3.7350 -5.2992  C92 1.533, H96 1.086, H97 1.076, H98 1.095
92 C 1.6672 -3.1098 -3.9002  C91 1.533, C93 1.520, H99 1.126, H100 1.093
93 C 1.7848 -1.5945 -3.9320  C92 1.520, C94 1.480, H101 1.115, H102 1.081
94 C 3.1592 -1.2047 -4.3192  C93 1.480, N95 1.169
95 N 4.2959 -0.9941 -4.4920  C94 1.169
96 H 1.6003 -4.8197 -5.3012  C91 1.086
97 H 2.5693 -3.4851 -5.7893  C91 1.076
98 H 0.7744 -3.3054 -5.8049  C91 1.095
99 H 2.5560 -3.5554 -3.3725  C92 1.126
100 H 0.7409 -3.3414 -3.3676  C92 1.093
101 H 1.4490 -1.1708 -2.9565  C93 1.115
102 H 1.1191 -1.2316 -4.7027  C93 1.081
103 C -3.3011 3.4602 -4.2622  C104 1.515, H108 1.094, H109 1.087, H110 1.116
104 C -2.1084 3.0299 -3.4336  C103 1.515, C105 1.572, H111 1.068, H112 1.055
105 C -2.0393 1.4713 -3.2447  C104 1.572, C106 1.437, H113 1.136, H114 1.116
106 C -3.1814 0.8953 -2.5894  C105 1.437, N107 1.155
107 N -4.1193 0.4200 -2.1106  C106 1.155
108 H -3.3473 2.9168 -5.2109  C103 1.094
109 H -3.3558 4.5229 -4.4867  C103 1.087
110 H -4.3053 3.2098 -3.8459  C103 1.116
111 H -2.1122 3.4875 -2.4680  C104 1.068
112 H -1.2596 3.4334 -3.9123  C104 1.055
113 H -1.1008 1.2132 -2.6584  C105 1.136
114 H -1.9084 0.9116 -4.2010  C105 1.116
115 C -0.3555 2.9567 6.2594  C116 1.511, H120 1.074, H121 1.110, H122 1.126
116 C 1.1552 2.9637 6.2877  C115 1.511, C117 1.497, H123 1.128, H124 1.143
117 C 1.8890 3.3284 5.0351  C116 1.497, C118 1.507, H125 1.094, H126 1.091
118 C 1.6974 2.2710 3.9786  C117 1.507, N119 1.136
119 N 1.6379 1.4492 3.1965  C118 1.136
120 H -0.6555 3.9374 5.9407  C115 1.074
121 H -0.7873 2.6483 7.2341  C115 1.110
122 H -0.7727 2.2034 5.5341  C115 1.126
123 H 1.6343 2.0430 6.7302  C116 1.128
124 H 1.3756 3.7536 7.0834  C116 1.143
125 H 2.9554 3.2402 5.2608  C117 1.094
126 H 1.5964 4.3087 4.6567  C117 1.091
127 C 4.7688 2.5931 -4.9779  C128 1.572, H132 1.107, H133 1.137, H134 1.123
128 C 5.6812 2.6469 -3.6994  C127 1.572, C129 1.511, H135 1.083, H136 1.107
129 C 5.3595 1.5176 -2.7485  C128 1.511, C130 1.499, H137 1.101, H138 1.125
130 C 3.8814 1.4200 -2.5189  C129 1.499, N131 1.152
131 N 2.7396 1.2769 -2.4735  C130 1.152
132 H 5.0743 1.6975 -5.5518  C127 1.107
133 H 4.8945 3.5215 -5.6222  C127 1.137
134 H 3.7085 2.7199 -4.6293  C127 1.123
135 H 5.6095 3.5792 -3.1533  C128 1.083
136 H 6.7544 2.4909 -3.9234  C128 1.107
137 H 5.8062 1.5644 -1.7435  C129 1.101
138 H 5.7293 0.5366 -3.1576  C129 1.125

## Properties
Structure (SMILES) = O=[N+]([O-])c1ccccc1.O=[N+]([O-])c1ccccc1.O=[N+]([O-])c1ccccc1.CCCC#N.CCCC#N.CCCC#N.CCCC#N.CCCC#N.CCCC#N.CCCC#N.CCCC#N
F_max = 0.0645 hartree/bohr
HOMO-LUMO gap = 9.17 eV
LUMO level = -0.9677 eV
Total charge = 0

Atom charges from the Mulliken analysis, given in e for atoms 1 to 99: C -0.29; C -0.63; C -0.17; C 0.03; C -0.40; C -0.70; N 0.97; O -0.59; O -0.59; H 0.73; H 0.40; H 0.38; H 0.39; H 0.45; C -1.35; C -0.10; C 0.44; C -0.52; C -0.97; C -0.33; N 1.19; O -0.60; O -0.66; H 0.55; H 0.88; H 0.44; H 0.59; H 0.41; C -0.45; C -1.18; C -0.90; C -0.68; C 1.14; C 0.91; N 1.37; O -0.63; O -0.72; H 0.22; H 0.84; H 0.53; H 0.27; H -0.93; C -0.97; C -0.68; C -0.31; C 0.21; N -0.25; H 0.27; H 0.22; H 0.35; H 0.40; H 0.31; H 0.04; H 0.47; C -0.20; C -0.72; C 1.44; C -0.21; N -0.64; H -0.20; H 0.43; H 0.08; H 0.43; H 0.14; H 0.39; H -0.91; C -0.71; C -0.35; C -0.50; C 0.19; N -0.44; H 0.44; H -0.16; H 0.39; H 0.22; H 0.30; H 0.34; H 0.30; C -1.21; C -0.30; C 1.22; C 0.07; N -0.57; H 0.21; H 0.39; H 0.39; H 0.44; H 0.05; H 0.29; H -0.91; C -1.52; C 0.13; C 1.23; C -0.05; N -0.54; H 0.38; H 0.42; H 0.33; H 0.18